Below is a 2-piece molecular cluster, H2N2O2 overall at a distorted geometry, with properties calculated with wB97M-V/def2-TZVPD.

XYZ file:
```
6
H2N2O2, DFT wB97M-V/def2-TZVPD
N 1.807 -0.065 0.103
N 0.876 -0.505 -0.301
O -1.906 -0.407 0.096
O -0.809 0.391 0.236
H 2.207 0.781 0.649
H -2.175 -0.195 -0.782
```

**ΔE to the lowest compared entry with this formula, charge and spin**: 429.6 kJ/mol
**Frontier orbital gap (alpha / beta)**: 9.433 / 7.956 eV
**Max |F|**: 6.8 eV Å⁻¹
**Energy**: -260.9616 a.u.
**HOMO level (alpha / beta)**: -9.092 / -7.743 eV

Here are the Mulliken charges for atoms 1 to 2, given in e: number 1, N, carries -0.103; number 2, N, carries 0.108